[1]
This record from OMol25 describes a 15-piece molecular cluster, C60H165N15O15 overall at a distorted geometry. The level of theory is the ωB97M-V functional and the def2-TZVPD basis.

Net charge ... 0
Highest occupied orbital energy ... -8.424 eV
Gap between HOMO and LUMO ... 0.3286 Ha
Electronic energy ... -117942.4124 eV

Cartesian coordinates (Å):
C  -15.324  18.663  1.460
C  -15.677  18.181  2.906
C  -14.537  18.475  3.962
O  -14.476  17.674  5.093
C  -14.746  16.260  4.930
N  -16.862  18.947  3.162
H  -15.995  18.363  0.656
H  -14.358  18.229  1.199
H  -15.242  19.748  1.386
H  -15.963  17.148  2.708
H  -14.476  19.529  4.232
H  -13.665  18.228  3.357
H  -13.978  15.729  4.366
H  -15.667  15.985  4.414
H  -14.823  15.815  5.922
H  -17.592  18.480  2.643
H  -17.025  18.817  4.150
C  -11.385  14.840  1.846
C  -10.157  15.608  2.223
C  -8.968  15.794  1.132
O  -8.131  14.740  1.088
C  -7.361  14.509  2.291
N  -10.728  16.876  2.625
H  -12.066  14.763  2.694
H  -11.130  13.806  1.615
H  -11.934  15.188  0.971
H  -9.696  15.194  3.120
H  -8.324  16.672  1.175
H  -9.482  15.772  0.171
H  -7.571  13.489  2.615
H  -7.557  15.213  3.099
H  -6.304  14.316  2.109
H  -11.482  17.177  2.024
H  -10.048  17.622  2.639
C  -16.491  15.862  -1.361
C  -17.969  15.355  -1.558
C  -18.317  14.275  -0.560
O  -18.026  13.006  -1.028
C  -18.577  12.460  -2.249
N  -18.654  16.589  -1.171
H  -16.328  16.444  -2.269
H  -15.851  14.979  -1.365
H  -16.278  16.479  -0.488
H  -18.092  14.988  -2.577
H  -19.389  14.390  -0.398
H  -17.868  14.488  0.411
H  -18.081  12.874  -3.126
H  -19.659  12.397  -2.368
H  -18.341  11.398  -2.315
H  -18.410  17.467  -1.606
H  -19.578  16.439  -1.550
C  -14.836  21.775  6.484
C  -13.379  21.512  7.005
C  -13.589  20.549  8.221
O  -14.494  21.076  9.216
C  -14.115  22.375  9.637
N  -12.504  20.754  6.023
H  -14.960  22.282  5.527
H  -15.570  22.133  7.206
H  -15.321  20.850  6.175
H  -13.024  22.510  7.262
H  -12.616  20.248  8.611
H  -14.111  19.643  7.912
H  -14.247  23.127  8.859
H  -13.065  22.417  9.927
H  -14.741  22.698  10.469
H  -11.628  20.515  6.463
H  -13.048  19.935  5.792
C  -23.070  16.812  7.505
C  -22.245  15.616  7.026
C  -20.729  15.562  7.125
O  -19.931  16.506  6.325
C  -18.530  16.257  6.300
N  -22.852  14.401  7.578
H  -22.595  17.726  7.148
H  -23.077  16.809  8.595
H  -24.100  16.853  7.150
H  -22.364  15.510  5.948
H  -20.399  14.581  6.783
H  -20.363  15.636  8.149
H  -18.237  16.554  7.307
H  -18.116  16.917  5.538
H  -18.356  15.201  6.096
H  -23.852  14.434  7.716
H  -22.407  14.093  8.432
C  -16.571  12.991  7.539
C  -16.921  12.565  8.958
C  -16.038  11.471  9.621
O  -16.748  11.096  10.771
C  -16.091  10.210  11.672
N  -17.015  13.694  9.789
H  -15.894  13.842  7.465
H  -17.517  13.166  7.026
H  -16.018  12.210  7.017
H  -17.902  12.101  8.859
H  -14.972  11.679  9.712
H  -15.978  10.573  9.005
H  -15.604  10.804  12.446
H  -15.469  9.469  11.169
H  -16.854  9.667  12.229
H  -16.239  14.310  9.593
H  -16.860  13.297  10.704
C  -15.913  20.342  -1.363
C  -16.720  19.949  -2.586
C  -15.877  19.122  -3.604
O  -14.860  20.021  -4.059
C  -15.209  20.582  -5.380
N  -17.762  19.246  -1.984
H  -15.137  21.099  -1.475
H  -15.290  19.490  -1.091
H  -16.409  20.663  -0.447
H  -17.134  20.791  -3.141
H  -16.490  18.749  -4.424
H  -15.450  18.249  -3.111
H  -14.337  21.042  -5.844
H  -16.080  21.233  -5.456
H  -15.406  19.833  -6.147
H  -18.387  18.825  -2.657
H  -18.234  20.000  -1.506
C  -13.125  15.454  -4.855
C  -13.264  16.940  -5.141
C  -12.386  17.780  -4.207
O  -12.943  17.725  -2.884
C  -12.361  18.588  -1.920
N  -12.768  17.175  -6.532
H  -12.070  15.190  -4.783
H  -13.481  14.819  -5.666
H  -13.534  15.244  -3.867
H  -14.322  17.180  -5.043
H  -12.468  18.807  -4.561
H  -11.320  17.551  -4.229
H  -11.317  18.277  -1.896
H  -12.646  18.622  -0.868
H  -12.388  19.637  -2.216
H  -13.116  16.307  -6.915
H  -11.774  17.034  -6.636
C  -21.023  17.513  2.617
C  -19.482  17.008  2.804
C  -19.399  15.511  3.006
O  -18.058  15.069  3.018
C  -17.853  13.719  3.527
N  -18.739  17.337  1.619
H  -21.106  18.583  2.809
H  -21.762  16.942  3.179
H  -21.294  17.362  1.572
H  -19.001  17.470  3.666
H  -19.919  15.133  2.126
H  -19.842  15.290  3.977
H  -18.416  13.591  4.452
H  -16.764  13.757  3.546
H  -18.121  13.030  2.725
H  -19.247  17.120  0.773
H  -18.032  16.616  1.641
C  -15.574  17.153  9.344
C  -14.428  16.458  9.961
C  -14.244  16.462  11.458
O  -12.921  15.922  11.680
C  -12.780  15.468  13.017
N  -14.360  15.096  9.517
H  -15.469  18.207  9.601
H  -16.426  16.660  9.811
H  -15.558  16.824  8.305
H  -13.523  16.887  9.530
H  -15.017  15.757  11.766
H  -14.422  17.504  11.723
H  -12.789  16.346  13.663
H  -11.851  14.909  13.136
H  -13.509  14.719  13.326
H  -14.113  15.174  8.541
H  -13.542  14.631  9.885
C  -10.869  16.038  5.758
C  -10.399  16.712  7.006
C  -10.833  18.218  6.934
O  -9.690  19.054  7.187
C  -9.344  19.192  8.547
N  -10.792  15.956  8.199
H  -11.162  16.678  4.927
H  -11.793  15.481  5.917
H  -10.195  15.325  5.284
H  -9.326  16.534  6.929
H  -11.706  18.354  7.572
H  -11.188  18.429  5.926
H  -10.216  19.377  9.175
H  -8.634  20.018  8.599
H  -8.878  18.271  8.895
H  -10.973  15.042  7.808
H  -9.905  16.015  8.677
C  -11.025  20.385  2.451
C  -9.573  20.714  2.713
C  -9.499  21.938  3.742
O  -8.130  22.425  3.908
C  -7.672  23.048  5.071
N  -8.935  19.523  3.309
H  -11.120  19.629  1.671
H  -11.602  21.273  2.193
H  -11.555  19.947  3.296
H  -9.104  21.152  1.832
H  -9.883  21.779  4.749
H  -10.040  22.795  3.341
H  -6.798  23.693  4.991
H  -7.685  22.302  5.866
H  -8.387  23.853  5.238
H  -9.363  19.462  4.221
H  -7.995  19.621  3.667
C  -14.879  22.660  2.768
C  -16.284  23.082  3.125
C  -16.640  24.587  2.960
O  -15.859  25.469  3.860
C  -15.862  26.885  3.761
N  -16.902  22.383  2.069
H  -14.252  23.232  3.451
H  -14.461  22.828  1.776
H  -14.596  21.627  2.972
H  -16.498  22.650  4.103
H  -17.679  24.784  3.224
H  -16.580  24.785  1.890
H  -15.468  27.099  2.768
H  -15.189  27.189  4.563
H  -16.775  27.481  3.769
H  -16.171  22.576  1.400
H  -16.922  21.373  2.077
C  -18.683  21.028  6.193
C  -19.375  19.739  6.599
C  -20.005  19.724  8.014
O  -19.002  19.955  9.019
C  -19.005  21.225  9.594
N  -20.353  19.385  5.568
H  -18.351  20.953  5.158
H  -17.886  21.313  6.880
H  -19.407  21.842  6.169
H  -18.547  19.031  6.562
H  -20.309  18.704  8.249
H  -20.892  20.329  8.201
H  -19.803  21.282  10.334
H  -19.068  22.005  8.836
H  -18.117  21.536  10.144
H  -20.656  18.434  5.715
H  -19.874  19.395  4.678
C  -20.557  22.138  0.924
C  -20.323  20.645  1.135
C  -21.426  19.879  0.369
O  -22.732  20.170  0.791
C  -23.866  19.694  0.158
N  -18.975  20.471  0.517
H  -20.192  22.521  -0.029
H  -20.066  22.653  1.750
H  -21.596  22.446  1.037
H  -20.233  20.354  2.182
H  -21.123  18.835  0.285
H  -21.393  20.083  -0.702
H  -23.746  19.930  -0.899
H  -24.816  20.164  0.414
H  -23.847  18.613  0.293
H  -18.714  19.537  0.800
H  -18.299  21.144  0.850

Atom charges from the Mulliken analysis, given in e for atoms 1 to 8: number 1, C, carries -1.083; number 2, C, carries 2.473; number 3, C, carries -0.516; number 4, O, carries 1.080; number 5, C, carries 0.271; number 6, N, carries 1.412; number 7, H, carries -0.295; number 8, H, carries 0.503

[2]
This record from OMol25 describes C60H36BrCl4F6N4O2S2W as an isolated structure. The level of theory is the ωB97M-V functional and the def2-TZVPD basis.

Net charge ... -1
Highest occupied orbital energy (spin up / spin down) ... -4.445 / -4.447 eV
Gap between HOMO and LUMO (spin up / spin down) ... 0.1864 / 0.1865 Ha
Electronic energy ... -232797.7976 eV

Cartesian coordinates (Å):
W  0.004  -0.155  -0.088
Cl  -8.575  -4.191  0.374
C  -7.013  -3.412  0.393
C  -6.262  -3.365  -0.766
C  -5.020  -2.742  -0.747
C  -4.533  -2.174  0.424
C  -5.309  -2.238  1.579
C  -6.551  -2.853  1.573
C  -3.200  -1.502  0.472
C  -3.149  -0.117  0.405
C  -4.327  0.695  0.363
C  -3.913  1.971  0.237
C  -2.481  1.935  0.169
C  -1.744  3.046  -0.209
C  -2.445  4.355  -0.337
C  -2.898  4.991  0.815
C  -3.538  6.219  0.746
C  -3.720  6.808  -0.495
Cl  -4.522  8.356  -0.593
C  -3.282  6.193  -1.654
C  -2.644  4.962  -1.572
C  -0.373  3.001  -0.340
N  0.381  1.957  0.112
C  1.652  2.448  0.200
C  2.617  1.881  0.999
C  3.920  2.589  1.169
C  4.896  2.482  0.186
C  6.109  3.145  0.314
C  6.336  3.920  1.437
Cl  7.858  4.758  1.608
C  5.378  4.048  2.428
C  4.171  3.381  2.286
C  2.349  0.767  1.789
C  3.176  0.376  2.885
C  2.584  -0.691  3.466
C  1.425  -0.998  2.691
N  1.264  -0.076  1.674
C  0.765  -2.213  2.799
C  -0.289  -2.552  1.973
C  -1.019  -3.795  2.010
C  -2.129  -3.614  1.268
C  -2.093  -2.248  0.819
N  -0.915  -1.657  1.166
C  1.234  -3.204  3.808
C  1.028  -2.986  5.167
C  1.461  -3.904  6.113
C  2.103  -5.054  5.688
Cl  2.649  -6.215  6.869
C  2.319  -5.298  4.342
C  1.883  -4.368  3.409
C  1.727  3.764  -0.374
C  0.466  4.114  -0.692
N  -2.015  0.656  0.322
H  -6.643  -3.808  -1.676
H  -4.426  -2.694  -1.649
H  -4.930  -1.799  2.495
H  -7.154  -2.902  2.470
H  -5.340  0.326  0.411
H  -4.516  2.861  0.141
H  -2.744  4.520  1.780
H  -3.887  6.717  1.640
H  -3.444  6.664  -2.614
H  -2.311  4.457  -2.477
H  4.711  1.866  -0.686
H  6.870  3.055  -0.450
H  5.574  4.666  3.294
H  3.408  3.480  3.050
H  4.091  0.865  3.178
H  2.935  -1.262  4.311
H  -0.729  -4.672  2.568
H  -2.935  -4.310  1.090
H  0.519  -2.085  5.489
H  1.298  -3.734  7.168
H  2.825  -6.201  4.030
H  2.057  -4.550  2.355
H  2.626  4.355  -0.462
H  0.113  5.047  -1.101
Br  2.733  -2.419  0.321
C  3.731  -1.336  -0.842
C  5.055  -1.673  -0.908
C  5.918  -1.017  -1.802
C  5.397  -0.065  -2.619
C  4.026  0.301  -2.553
C  3.593  1.310  -3.442
C  2.297  1.706  -3.405
C  1.418  1.130  -2.473
C  1.733  0.157  -1.547
C  3.115  -0.300  -1.615
H  5.426  -2.470  -0.278
H  6.965  -1.291  -1.851
H  6.021  0.446  -3.344
H  4.311  1.744  -4.130
H  1.908  2.467  -4.072
H  0.426  1.527  -2.503
C  0.499  -2.010  -3.641
C  -0.034  -2.688  -2.373
O  -0.121  -1.940  -1.246
C  -1.465  -3.257  -2.678
F  -1.809  -4.268  -1.834
F  -1.590  -3.736  -3.938
F  -2.402  -2.302  -2.535
C  0.883  -3.937  -2.138
F  2.187  -3.621  -2.278
F  0.725  -4.486  -0.920
F  0.638  -4.918  -3.049
H  -0.158  -1.194  -3.926
H  0.582  -2.722  -4.462
H  1.477  -1.594  -3.422
C  -4.479  1.023  -3.500
O  -3.449  1.976  -3.772
C  -2.160  1.761  -3.388
S  -1.102  2.896  -4.042
S  -1.821  0.351  -2.497
H  -5.375  1.451  -3.949
H  -4.618  0.882  -2.432
H  -4.250  0.060  -3.955

Atom charges from the Mulliken analysis, given in e for atoms 1 to 8: number 1, W, carries 1.823; number 2, Cl, carries -0.238; number 3, C, carries 0.420; number 4, C, carries -1.164; number 5, C, carries 0.206; number 6, C, carries -0.775; number 7, C, carries 0.091; number 8, C, carries -0.978

[3]
This record from OMol25 describes C60H44Cl4DyFGeO3P3SbSe4 as an isolated structure at a distorted geometry. The level of theory is the ωB97M-V functional and the def2-TZVPD basis.

2S+1 ... 6
Net charge ... -2
Highest occupied orbital energy (spin up / spin down) ... -2.078 / -2.166 eV
Gap between HOMO and LUMO (spin up / spin down) ... 0.1474 / 0.1507 Ha
Electronic energy ... -498276.9263 eV

Cartesian coordinates (Å):
Dy  13.581  9.098  10.341
F  12.598  13.841  13.178
Ge  12.971  15.157  14.407
C  11.690  14.735  15.943
C  11.798  15.650  17.015
C  11.052  15.568  18.155
C  10.096  14.513  18.274
C  9.981  13.639  17.206
C  10.802  13.718  16.070
P  10.498  12.443  14.627
C  9.391  13.515  13.600
C  9.002  13.002  12.354
C  8.254  13.730  11.485
C  7.884  15.059  11.819
C  8.228  15.559  13.050
C  8.980  14.785  13.931
C  9.424  11.224  15.416
C  8.064  11.065  15.318
C  7.419  9.964  15.847
C  8.115  8.934  16.456
C  9.474  9.133  16.697
C  10.109  10.253  16.209
C  12.309  16.770  13.679
C  11.286  17.506  14.243
C  10.967  18.741  13.722
C  11.722  19.255  12.623
C  12.686  18.454  12.015
C  12.976  17.229  12.569
P  14.087  15.942  11.839
C  15.630  16.784  11.276
C  16.415  16.226  10.274
C  17.591  16.810  9.866
C  18.046  17.955  10.500
C  17.310  18.474  11.540
C  16.127  17.901  11.946
C  13.212  15.552  10.241
C  12.239  14.591  10.250
C  11.634  14.176  9.068
C  11.879  14.840  7.934
C  12.810  15.887  7.906
C  13.489  16.234  9.044
C  14.725  15.036  15.202
C  15.255  16.169  15.830
C  16.523  16.116  16.384
C  17.264  14.949  16.316
C  16.741  13.791  15.804
C  15.458  13.849  15.144
P  14.844  12.392  14.115
C  14.172  11.337  15.413
C  13.841  9.996  15.161
C  13.446  9.197  16.160
C  13.228  9.692  17.424
C  13.590  10.969  17.717
C  14.116  11.786  16.740
C  16.406  11.562  13.721
C  17.162  12.297  12.813
C  18.466  11.946  12.560
C  19.022  10.808  13.195
C  18.189  9.947  13.890
C  16.845  10.298  14.145
H  12.470  16.508  16.903
H  11.055  16.350  18.922
H  9.513  14.346  19.186
H  9.208  12.807  17.258
H  9.286  11.983  12.012
H  7.871  13.300  10.550
H  7.287  15.683  11.165
H  7.921  16.564  13.238
H  9.188  15.250  14.890
H  7.451  11.778  14.688
H  6.380  9.868  15.613
H  7.626  8.047  16.850
H  10.045  8.379  17.242
H  11.186  10.333  16.342
H  10.707  17.090  15.032
H  10.184  19.380  14.097
H  11.514  20.196  12.146
H  13.156  18.691  11.091
H  16.065  15.283  9.797
H  18.184  16.314  9.120
H  18.892  18.476  10.095
H  17.633  19.407  11.997
H  15.560  18.324  12.767
H  12.030  14.017  11.137
H  10.926  13.368  9.069
H  11.471  14.503  7.008
H  13.059  16.350  6.944
H  14.196  17.061  9.063
H  14.690  17.131  15.808
H  16.957  16.990  16.850
H  18.287  14.939  16.700
H  17.280  12.870  15.887
H  13.916  9.537  14.191
H  13.211  8.147  15.970
H  12.826  9.037  18.191
H  13.455  11.253  18.781
H  14.478  12.772  17.028
H  16.837  13.214  12.322
H  19.120  12.555  11.923
H  20.049  10.527  12.992
H  18.598  9.037  14.310
H  16.231  9.763  14.845
Se  10.310  10.344  7.810
Sb  10.381  8.024  7.913
Se  12.696  7.351  8.365
Se  12.005  9.573  12.303
Se  9.309  6.449  6.338
Cl  20.692  10.619  9.741
C  19.134  9.870  10.173
C  19.111  8.722  10.986
Cl  20.535  8.129  11.804
C  17.822  8.157  11.205
Cl  17.546  7.084  12.511
C  16.631  8.574  10.575
O  15.440  8.019  10.807
C  16.619  9.604  9.625
O  15.465  9.974  9.227
C  17.938  10.166  9.500
Cl  17.966  11.439  8.305
O  13.144  11.436  9.482
H  12.458  11.528  10.171
H  12.675  11.613  8.650

Atom charges from the Mulliken analysis, given in e for atoms 1 to 8: number 1, Dy, carries 0.420; number 2, F, carries -0.080; number 3, Ge, carries 0.479; number 4, C, carries -0.263; number 5, C, carries -0.230; number 6, C, carries -0.823; number 7, C, carries -0.859; number 8, C, carries -0.407

Q: What is the electronic energy in the first record?
A: -117942.4124 eV

Q: What is the formula in the first record?
A: C60H165N15O15